C23H40CaIN6OS2Si as an isolated structure. Source: the OMol25 dataset; level of theory: ωB97M-V/def2-TZVPD.

Calculated values
Net charge ... -1
Kohn-Sham gap ... 6.919 eV
Molecular weight ... 675.8 g/mol
HOMO ... -4.47 eV
ΔE to the lowest compared entry with this formula, charge and spin ... 0.627 eV

```
75
C23H40CaIN6OS2Si ωB97M-V/def2-TZVPD
Ca 0.905 0.646 0.305
C 0.739 3.627 1.504
C 0.730 4.099 0.048
N 0.868 2.988 -0.900
C -0.113 2.986 -1.986
C -1.494 2.565 -1.477
N -1.429 1.434 -0.545
C -2.215 1.615 0.676
C -1.552 2.661 1.588
N -0.108 2.452 1.689
H 0.450 4.466 2.150
H 1.756 3.334 1.779
H 1.527 4.834 -0.087
H -0.211 4.618 -0.158
H 1.812 2.960 -1.279
H 0.229 2.264 -2.725
H -0.197 3.963 -2.484
H -2.136 2.346 -2.336
H -1.961 3.401 -0.950
H -1.607 0.552 -1.019
H -2.247 0.664 1.204
H -3.251 1.921 0.476
H -2.033 2.629 2.570
H -1.734 3.662 1.187
H 0.147 1.962 2.552
C -0.400 -1.998 6.857
Si 0.709 -2.637 5.498
C 2.454 -2.102 5.829
C 0.710 -4.512 5.618
C -0.066 -2.215 3.842
C -1.004 -3.100 3.340
C -1.608 -2.900 2.098
C -1.199 -1.801 1.385
N -0.329 -0.890 1.842
C 0.219 -1.042 3.075
S 1.245 0.223 3.669
H -0.041 -2.326 7.839
H -1.423 -2.366 6.725
H -0.430 -0.903 6.850
H 2.824 -2.641 6.710
H 2.513 -1.029 6.002
H 3.104 -2.329 4.979
H 1.171 -4.821 6.562
H 1.283 -4.956 4.797
H -0.300 -4.934 5.590
H -1.268 -3.986 3.911
H -2.330 -3.594 1.691
H -1.570 -1.634 0.375
C 2.328 -2.224 -1.000
O 1.183 -1.527 -0.519
H 3.085 -2.189 -0.220
H 2.717 -1.758 -1.904
H 2.081 -3.268 -1.205
I 4.400 2.263 -0.811
C 3.328 0.907 0.564
H 3.664 1.301 1.530
H 3.913 -0.010 0.419
N -0.939 -1.081 -2.325
C -0.412 -0.668 -3.462
S 1.158 0.020 -3.525
N -1.188 -0.849 -4.615
C -1.136 -0.293 -5.899
C -0.289 0.747 -6.283
C -0.348 1.244 -7.579
C -1.237 0.736 -8.517
C -2.082 -0.299 -8.135
C -2.029 -0.808 -6.848
H 0.507 -1.452 -1.243
H -1.864 -1.484 -2.463
H -1.984 -1.447 -4.470
H 0.421 1.142 -5.571
H 0.324 2.049 -7.856
H -1.268 1.133 -9.524
H -2.785 -0.720 -8.844
H -2.688 -1.622 -6.563
```

Atom charges from the Mulliken analysis, given in e for atoms 1 to 4:
1 Ca 1.87
2 C -0.84
3 C -0.78
4 N 0.13